[1]
This record from the OMol25 dataset describes C4H9NOS2 as an isolated structure at a distorted geometry. The level of theory is the ωB97M-V functional and the def2-TZVPD basis.

energy above the lowest of the compared OMol25 structures with the same formula, charge and spin: 5.7130 eV
maximum force: 4.6 eV Å⁻¹
lowest unoccupied orbital energy: 0.5 eV
frontier orbital gap: 0.3587 Ha
spin multiplicity: 1
HOMO level: -0.33858 hartree
E_tot: -1083.98631 a.u.

Each line ends with the Löwdin charge.
Atoms and positions in Å:
C: -3.519 -0.595 -0.215  -0.046
C: -0.282 0.815 0.440  -0.247
C: 1.187 0.542 0.579  -0.631
C: 1.619 -0.746 -0.131  -0.633
H: -4.378 0.104 -0.028  0.053
H: -3.591 -1.393 0.946  0.158
H: -3.263 -1.101 -1.282  0.108
H: -0.769 1.478 1.134  0.116
H: 1.500 0.568 1.688  0.133
H: 3.203 1.843 0.048  -0.110
H: 1.598 -0.844 -1.223  0.051
H: 1.104 -1.694 0.162  0.083
H: 3.665 -0.641 -1.370  -0.065
N: -0.989 0.129 -0.433  0.068
O: -2.332 0.429 -0.024  -0.324
S: 1.834 2.150 -0.298  0.652
S: 3.414 -1.044 0.005  0.632

=====

[2]
This record from the OMol25 dataset describes C4H9NOS2 as an isolated structure at a distorted geometry. The level of theory is the ωB97M-V functional and the def2-TZVPD basis.

energy above the lowest of the compared OMol25 structures with the same formula, charge and spin: 11.3738 eV
maximum force: 6.1 eV Å⁻¹
lowest unoccupied orbital energy: -4.4 eV
frontier orbital gap: 0.1330 Ha
spin multiplicity: 1
HOMO level: -0.29492 hartree
E_tot: -1083.77828 a.u.

Each line ends with the Löwdin charge.
Atoms and positions in Å:
S: 4.026 -0.498 -0.222  0.289
S: -0.768 -1.952 0.878  0.618
C: 0.713 -0.884 0.977  -0.631
C: 0.911 -0.120 -0.292  -0.253
C: -0.483 0.399 -0.795  -0.594
N: -0.955 1.422 -0.063  0.095
C: -2.279 1.026 0.522  -0.064
O: -0.742 0.075 -2.036  0.132
H: 3.782 0.266 -1.272  -0.337
H: 0.498 -0.465 1.964  0.064
H: 1.608 -1.518 1.047  0.039
H: 1.194 -0.819 -1.099  0.117
H: 1.540 0.737 0.004  0.106
H: -1.362 -0.492 -1.118  0.212
H: -2.372 -0.062 0.656  0.007
H: -2.559 1.374 -0.500  0.122
H: -2.753 1.513 1.349  0.077

=====

[3]
This record from the OMol25 dataset describes C4H9NP2 as an isolated structure at a distorted geometry. The level of theory is the ωB97M-V functional and the def2-TZVPD basis.

maximum force: 4.2 eV Å⁻¹
lowest unoccupied orbital energy (spin up / spin down): 1.1 / -2.4 eV
frontier orbital gap (spin up / spin down): 0.2640 / 0.2350 Ha
spin multiplicity: 3
HOMO level (spin up / spin down): -0.22382 / -0.32374 hartree
⟨S²⟩: 2.016
E_tot: -894.96226 a.u.

Each line ends with the Löwdin spin population.
Atoms and positions in Å:
C: -0.832 0.377 -1.212  0.052
C: 0.003 -0.029 -0.220  0.565
C: -1.469 -0.965 -1.354  0.050
C: -0.473 -1.457 -0.284  0.079
N: 1.641 0.720 0.675  0.690
P: 1.564 2.368 0.615  0.174
P: 1.892 0.017 2.153  0.212
H: -1.136 1.251 -1.752  0.001
H: -2.636 -0.918 -1.254  0.004
H: -1.096 -1.467 -2.224  0.010
H: 0.156 -2.257 -0.582  0.001
H: -0.927 -1.952 0.688  0.002
H: 0.239 2.365 0.960  0.063
H: 1.090 2.702 -0.690  0.010
H: 0.677 0.447 2.786  0.068
H: 1.307 -1.201 1.693  0.019

=====

[4]
This record from the OMol25 dataset describes one molecule with the formula C4H9NS at a distorted geometry. The level of theory is the ωB97M-V functional and the def2-TZVPD basis.

energy above the lowest of the compared OMol25 structures with the same formula, charge and spin: 1.1415 eV
maximum force: 2.9 eV Å⁻¹
lowest unoccupied orbital energy: 1.1 eV
frontier orbital gap: 0.3432 Ha
spin multiplicity: 1
HOMO level: -0.30351 hartree
E_tot: -610.71174 a.u.

Each line ends with the Löwdin charge.
Atoms and positions in Å:
C: -1.517 -2.086 -2.040  -0.119
C: -0.854 -0.792 -1.734  -0.349
N: -0.401 -0.538 -0.532  -0.320
S: 0.347 0.971 -0.291  0.847
C: 0.772 0.712 1.453  -0.558
C: 1.437 1.957 1.999  -0.196
H: -0.998 -2.668 -2.828  0.070
H: -1.552 -2.780 -1.082  0.113
H: -2.560 -1.897 -2.393  0.076
H: -0.836 -0.115 -2.599  0.102
H: 1.339 -0.169 1.601  0.055
H: -0.134 0.534 2.040  0.073
H: 0.804 2.822 1.893  0.056
H: 1.750 1.891 3.044  0.071
H: 2.404 2.158 1.469  0.079

=====

[5]
This record from the OMol25 dataset describes a 2-piece molecular cluster, C4H9NS overall at a distorted geometry. The level of theory is the ωB97M-V functional and the def2-TZVPD basis.

energy above the lowest of the compared OMol25 structures with the same formula, charge and spin: 5.8872 eV
maximum force: 4.9 eV Å⁻¹
lowest unoccupied orbital energy (spin up / spin down): -0.4 / 0.3 eV
frontier orbital gap (spin up / spin down): 0.2953 / 0.2984 Ha
spin multiplicity: 1
HOMO level (spin up / spin down): -0.30953 / -0.28569 hartree
E_tot: -610.53734 a.u.

Each line ends with the Löwdin charge.
Atoms and positions in Å:
C: 1.910 1.908 1.585  -0.153
C: 2.456 0.798 1.222  -0.051
C: -0.594 -1.166 -1.840  -0.133
C: -1.975 -0.318 0.088  -0.162
N: -0.758 -0.848 -0.401  -0.763
S: 0.372 -1.564 0.601  0.622
H: 2.467 2.606 2.125  0.013
H: 0.807 2.206 1.228  0.094
H: 3.471 0.357 1.287  0.038
H: 0.562 -1.377 -2.011  0.111
H: -1.297 -1.883 -2.024  0.039
H: -0.916 -0.187 -2.224  0.074
H: -1.640 0.013 1.029  0.038
H: -2.157 0.620 -0.633  0.128
H: -2.706 -1.165 -0.032  0.106

=====

[6]
This record from the OMol25 dataset describes a 2-piece molecular cluster, C4H9NS overall at a distorted geometry. The level of theory is the ωB97M-V functional and the def2-TZVPD basis.

energy above the lowest of the compared OMol25 structures with the same formula, charge and spin: 2.6558 eV
maximum force: 1.1 eV Å⁻¹
lowest unoccupied orbital energy: 1.0 eV
frontier orbital gap: 0.3600 Ha
spin multiplicity: 1
HOMO level: -0.32228 hartree
E_tot: -610.65609 a.u.

Each line ends with the Löwdin charge.
Atoms and positions in Å:
C: -2.591 -1.163 0.535  -0.129
N: -1.851 -0.453 -0.181  0.099
C: -3.317 -0.438 -0.491  -0.166
H: -2.617 -1.840 1.353  0.099
H: -3.640 -0.944 -1.391  0.074
H: -3.865 0.460 -0.235  0.074
C: 1.225 1.021 0.255  -0.191
C: 2.428 0.494 -0.502  -0.627
S: 2.879 -1.210 -0.020  0.657
H: 1.436 1.085 1.322  0.063
H: 0.980 2.018 -0.108  0.069
H: 0.360 0.378 0.105  0.024
H: 3.308 1.121 -0.351  0.057
H: 2.217 0.425 -1.568  0.059
H: 3.048 -0.952 1.277  -0.162

=====

[7]
This record from the OMol25 dataset describes a 2-piece molecular cluster, C4H9NS overall at a distorted geometry. The level of theory is the ωB97M-V functional and the def2-TZVPD basis.

energy above the lowest of the compared OMol25 structures with the same formula, charge and spin: 2.0025 eV
maximum force: 1.1 eV Å⁻¹
lowest unoccupied orbital energy: 0.9 eV
frontier orbital gap: 0.3641 Ha
spin multiplicity: 1
HOMO level: -0.33124 hartree
E_tot: -610.68010 a.u.

Each line ends with the Löwdin charge.
Atoms and positions in Å:
C: 1.908 0.991 0.909  -0.001
C: 1.825 -0.211 1.486  -0.271
N: 0.866 -1.192 1.258  -0.022
C: -0.334 -0.930 1.556  -0.046
H: 1.335 1.263 0.032  -0.010
H: 2.740 1.620 1.195  0.046
H: 2.581 -0.458 2.226  0.099
H: -1.057 -1.720 1.388  0.066
H: -0.632 0.039 1.955  0.084
C: -2.038 0.129 -1.987  -0.501
S: -0.382 0.818 -2.072  0.627
H: -2.621 0.735 -1.298  0.020
H: -2.514 0.149 -2.965  0.019
H: -2.005 -0.895 -1.628  0.024
H: 0.327 -0.337 -2.052  -0.134

=====

[8]
This record from the OMol25 dataset describes one molecule with the formula C4H9NS at a distorted geometry. The level of theory is the ωB97M-V functional and the def2-TZVPD basis.

energy above the lowest of the compared OMol25 structures with the same formula, charge and spin: 1.5226 eV
maximum force: 2.4 eV Å⁻¹
lowest unoccupied orbital energy: 1.0 eV
frontier orbital gap: 0.3500 Ha
spin multiplicity: 1
HOMO level: -0.31299 hartree
E_tot: -610.69774 a.u.

Each line ends with the Löwdin charge.
Atoms and positions in Å:
C: 2.445 -0.622 -0.307  -0.432
S: 1.307 0.608 -0.935  0.815
C: -0.046 0.425 0.264  -0.609
C: -0.968 -0.771 0.183  -0.249
N: -2.101 0.096 0.469  -0.057
C: -1.271 1.271 0.081  -0.240
H: 3.317 -0.554 -0.982  0.031
H: 2.027 -1.617 -0.496  0.036
H: 2.769 -0.357 0.709  0.042
H: 0.313 0.600 1.296  0.118
H: -0.915 -1.553 0.941  0.104
H: -1.032 -1.228 -0.822  0.116
H: -2.980 -0.073 -0.031  0.107
H: -1.415 2.241 0.600  0.114
H: -1.449 1.535 -0.970  0.102